1.
Density functional theory data (ωB97M-V/def2-TZVPD) for a molecular structure, C16H46N4O5.

Computed properties:
- HOMO level: -7.66 eV
- HOMO-LUMO gap: 8.1258 eV
- Relative energy (zero: lowest compared OMol25 entry of this formula, charge and spin): 234.2 kcal per mole

Geometry as XYZ:
```
71
C16H46N4O5 (ωB97M-V/def2-TZVPD)
O -0.89 0.00 0.17
H -0.52 0.85 -0.03
H -0.39 -0.32 0.92
C -3.52 -1.56 0.33
C -3.50 -1.20 -1.11
C -4.26 0.19 -1.36
O -4.23 0.70 -2.69
C -4.90 1.92 -2.95
N -2.07 -1.08 -1.44
H -2.79 -2.31 0.64
H -4.44 -2.08 0.60
H -3.25 -0.72 0.96
H -3.93 -1.96 -1.76
H -3.79 0.93 -0.71
H -5.28 -0.06 -1.05
H -4.56 2.79 -2.40
H -5.95 1.87 -2.66
H -4.92 2.28 -3.98
H -1.98 -0.37 -2.15
H -1.58 -0.73 -0.62
C -0.53 2.45 -2.77
C -1.44 2.10 -1.54
C -0.80 2.58 -0.23
O 0.15 1.71 0.32
C 0.61 2.37 1.55
N -2.76 2.70 -1.87
H 0.08 3.33 -2.57
H -1.05 2.56 -3.73
H 0.04 1.57 -3.08
H -1.56 1.02 -1.44
H -1.57 2.59 0.54
H -0.56 3.63 -0.37
H 1.10 3.22 1.09
H 1.28 1.81 2.20
H -0.14 2.75 2.25
H -3.02 2.34 -2.78
H -3.48 2.42 -1.22
C 2.01 -0.31 5.32
C 2.69 0.06 4.09
C 2.08 -0.36 2.72
O 0.86 0.17 2.15
C -0.29 0.01 2.89
N 2.77 1.48 4.03
H 1.79 -1.38 5.25
H 1.17 0.35 5.55
H 2.61 -0.24 6.23
H 3.71 -0.31 4.03
H 1.90 -1.43 2.78
H 2.76 -0.32 1.87
H -0.44 -0.90 3.47
H -1.19 0.19 2.29
H -0.13 0.74 3.68
H 2.77 1.86 4.96
H 1.88 1.81 3.68
C 4.55 -3.75 -2.98
C 4.20 -2.50 -2.25
C 2.75 -2.47 -1.85
O 2.36 -1.22 -1.27
C 0.99 -1.16 -0.97
N 4.89 -2.58 -0.99
H 3.84 -3.83 -3.79
H 4.40 -4.67 -2.41
H 5.54 -3.65 -3.42
H 4.46 -1.54 -2.68
H 2.57 -3.26 -1.11
H 2.13 -2.69 -2.71
H 0.32 -1.12 -1.83
H 0.72 -0.19 -0.53
H 0.61 -2.00 -0.38
H 4.52 -3.35 -0.45
H 4.62 -1.77 -0.46
```

2.
Density functional theory data (ωB97M-V/def2-TZVPD) for a molecular structure, C16H32MoN4O.

Computed properties:
- Charge: +2
- HOMO level: -14.64 eV
- HOMO-LUMO gap: 8.3264 eV
- Relative energy (zero: lowest compared OMol25 entry of this formula, charge and spin): 6.1 kcal per mole

Geometry as XYZ:
```
54
C16H32MoN4O (ωB97M-V/def2-TZVPD)
Mo 0.85 -0.06 -0.47
N 2.58 0.72 -1.69
C 3.17 -0.56 -2.20
C 3.45 -1.52 -1.05
N 2.35 -1.58 -0.01
C 2.96 -1.43 1.34
C 3.26 0.03 1.63
N 1.99 0.77 1.48
C 1.56 -2.85 -0.07
C 0.33 -2.79 0.84
N -0.40 -1.48 0.74
H 2.33 1.30 -2.48
H 3.29 1.24 -1.19
H 4.11 -0.38 -2.73
H 2.46 -0.99 -2.90
H 4.36 -1.22 -0.54
H 3.63 -2.52 -1.44
H 3.86 -2.04 1.42
H 2.26 -1.79 2.09
H 3.98 0.43 0.92
H 3.69 0.14 2.62
H 2.17 1.78 1.47
H 1.42 0.63 2.31
H 2.19 -3.70 0.24
H 1.27 -3.00 -1.10
H 0.60 -2.95 1.88
H -0.33 -3.62 0.57
H -0.77 -1.23 1.65
H -1.23 -1.58 0.16
C -5.30 1.15 -0.45
C -4.22 0.13 -0.06
C -4.53 -0.49 1.29
C -2.86 0.78 -0.15
C -2.10 1.09 0.97
C -0.87 1.75 0.83
C -0.39 2.19 -0.42
C 0.68 3.27 -0.50
C -1.17 1.84 -1.55
C -2.35 1.14 -1.41
H -6.28 0.67 -0.44
H -5.14 1.56 -1.44
H -5.32 1.97 0.27
H -4.23 -0.67 -0.82
H -4.60 0.26 2.07
H -3.78 -1.23 1.59
H -5.49 -1.00 1.25
H -2.46 0.86 1.96
H -0.36 2.08 1.73
H 1.67 2.91 -0.78
H 0.76 3.79 0.45
H 0.39 4.01 -1.24
H -0.85 2.16 -2.53
H -2.92 0.90 -2.29
O 0.32 -0.83 -1.83
```

3.
Density functional theory data (ωB97M-V/def2-TZVPD) for a molecular structure, C19H46BFNNbO21PS3.

Computed properties:
- Charge: -1
- HOMO level: -4.76 eV
- HOMO-LUMO gap: 5.8480 eV

Geometry as XYZ:
```
94
C19H46BFNNbO21PS3 (ωB97M-V/def2-TZVPD)
C 0.19 -0.84 3.22
C 1.59 -0.43 2.72
B 2.39 -1.70 2.22
O 2.97 -2.46 3.25
Nb 2.56 -2.33 -0.04
C 0.92 -0.87 -0.58
C 0.58 -0.63 -2.05
C -0.31 -1.69 -2.69
C -1.76 -1.51 -2.20
S -2.82 -2.91 -2.44
O -2.08 -4.04 -2.94
O -4.01 -2.49 -3.09
O -3.22 -3.30 -0.93
C 3.12 -3.21 -2.11
S 3.79 -2.30 -3.42
O 4.18 -0.97 -3.04
O 2.93 -2.42 -4.58
P 0.98 -4.24 0.37
N 1.64 -5.78 0.74
O 0.14 -4.77 -0.96
S 4.60 -0.74 0.11
O 4.25 0.57 -0.39
O 5.00 -0.73 1.51
F 5.95 -1.21 -0.64
H 0.20 -1.83 3.68
H -0.17 -0.13 3.97
H -0.54 -0.85 2.41
H 1.52 0.38 2.00
H 2.16 -0.05 3.58
H 2.54 -3.31 3.34
H 3.64 -3.59 0.72
H 1.29 0.07 -0.14
H 0.00 -1.08 -0.02
H 1.47 -0.47 -2.67
H 0.02 0.32 -2.14
H 0.04 -2.71 -2.53
H -0.30 -1.56 -3.78
H -2.24 -0.71 -2.76
H -1.77 -1.26 -1.14
H -2.85 -4.18 -0.75
H 2.21 -3.65 -2.52
H 3.80 -4.04 -1.91
H 4.94 -2.95 -3.72
H 2.03 -5.80 1.67
H 0.93 -6.50 0.66
H -0.49 -4.09 -1.23
C -4.01 -0.22 7.04
O -3.98 1.20 6.86
C -3.33 1.60 5.77
O -2.77 0.88 4.98
O -3.39 2.93 5.71
C -2.72 3.48 4.56
H -4.56 -0.39 7.95
H -4.51 -0.70 6.20
H -3.00 -0.62 7.13
H -3.17 3.12 3.64
H -1.66 3.21 4.58
H -2.83 4.56 4.65
C 6.50 2.79 -0.21
O 7.03 3.60 -1.28
C 6.46 4.78 -1.43
O 5.57 5.24 -0.77
O 7.03 5.39 -2.48
C 6.49 6.68 -2.76
H 7.07 1.87 -0.21
H 6.63 3.31 0.74
H 5.45 2.57 -0.38
H 6.62 7.35 -1.91
H 5.43 6.61 -3.01
H 7.05 7.05 -3.62
C -0.49 -0.92 -10.25
O 0.85 -0.62 -9.87
C 1.05 -0.60 -8.55
O 0.20 -0.81 -7.72
O 2.32 -0.32 -8.32
C 2.69 -0.30 -6.92
H -0.50 -0.90 -11.34
H -0.78 -1.91 -9.89
H -1.18 -0.18 -9.86
H 2.56 -1.27 -6.46
H 2.10 0.44 -6.39
H 3.74 -0.02 -6.90
C -10.63 1.58 6.06
O -9.76 2.66 6.43
C -8.50 2.51 6.01
O -8.09 1.58 5.36
O -7.80 3.56 6.41
C -6.42 3.54 6.01
H -11.60 1.84 6.46
H -10.69 1.50 4.97
H -10.28 0.64 6.47
H -6.34 3.54 4.93
H -5.92 2.66 6.42
H -5.97 4.44 6.43
```

- Which value of HOMO level does entry 2 give?
  -14.64 eV

What did the third record say?
Density functional theory data (ωB97M-V/def2-TZVPD) for a molecular structure, C19H46BFNNbO21PS3.

Computed properties:
- Charge: -1
- HOMO level: -4.76 eV
- HOMO-LUMO gap: 5.8480 eV

Geometry as XYZ:
```
94
C19H46BFNNbO21PS3 (ωB97M-V/def2-TZVPD)
C 0.19 -0.84 3.22
C 1.59 -0.43 2.72
B 2.39 -1.70 2.22
O 2.97 -2.46 3.25
Nb 2.56 -2.33 -0.04
C 0.92 -0.87 -0.58
C 0.58 -0.63 -2.05
C -0.31 -1.69 -2.69
C -1.76 -1.51 -2.20
S -2.82 -2.91 -2.44
O -2.08 -4.04 -2.94
O -4.01 -2.49 -3.09
O -3.22 -3.30 -0.93
C 3.12 -3.21 -2.11
S 3.79 -2.30 -3.42
O 4.18 -0.97 -3.04
O 2.93 -2.42 -4.58
P 0.98 -4.24 0.37
N 1.64 -5.78 0.74
O 0.14 -4.77 -0.96
S 4.60 -0.74 0.11
O 4.25 0.57 -0.39
O 5.00 -0.73 1.51
F 5.95 -1.21 -0.64
H 0.20 -1.83 3.68
H -0.17 -0.13 3.97
H -0.54 -0.85 2.41
H 1.52 0.38 2.00
H 2.16 -0.05 3.58
H 2.54 -3.31 3.34
H 3.64 -3.59 0.72
H 1.29 0.07 -0.14
H 0.00 -1.08 -0.02
H 1.47 -0.47 -2.67
H 0.02 0.32 -2.14
H 0.04 -2.71 -2.53
H -0.30 -1.56 -3.78
H -2.24 -0.71 -2.76
H -1.77 -1.26 -1.14
H -2.85 -4.18 -0.75
H 2.21 -3.65 -2.52
H 3.80 -4.04 -1.91
H 4.94 -2.95 -3.72
H 2.03 -5.80 1.67
H 0.93 -6.50 0.66
H -0.49 -4.09 -1.23
C -4.01 -0.22 7.04
O -3.98 1.20 6.86
C -3.33 1.60 5.77
O -2.77 0.88 4.98
O -3.39 2.93 5.71
C -2.72 3.48 4.56
H -4.56 -0.39 7.95
H -4.51 -0.70 6.20
H -3.00 -0.62 7.13
H -3.17 3.12 3.64
H -1.66 3.21 4.58
H -2.83 4.56 4.65
C 6.50 2.79 -0.21
O 7.03 3.60 -1.28
C 6.46 4.78 -1.43
O 5.57 5.24 -0.77
O 7.03 5.39 -2.48
C 6.49 6.68 -2.76
H 7.07 1.87 -0.21
H 6.63 3.31 0.74
H 5.45 2.57 -0.38
H 6.62 7.35 -1.91
H 5.43 6.61 -3.01
H 7.05 7.05 -3.62
C -0.49 -0.92 -10.25
O 0.85 -0.62 -9.87
C 1.05 -0.60 -8.55
O 0.20 -0.81 -7.72
O 2.32 -0.32 -8.32
C 2.69 -0.30 -6.92
H -0.50 -0.90 -11.34
H -0.78 -1.91 -9.89
H -1.18 -0.18 -9.86
H 2.56 -1.27 -6.46
H 2.10 0.44 -6.39
H 3.74 -0.02 -6.90
C -10.63 1.58 6.06
O -9.76 2.66 6.43
C -8.50 2.51 6.01
O -8.09 1.58 5.36
O -7.80 3.56 6.41
C -6.42 3.54 6.01
H -11.60 1.84 6.46
H -10.69 1.50 4.97
H -10.28 0.64 6.47
H -6.34 3.54 4.93
H -5.92 2.66 6.42
H -5.97 4.44 6.43
```

- Number 2 is which compound?
  C16H32MoN4O